{"formula": "C5H4Cl2N2", "method": "ωB97M-V/def2-TZVPD", "symbols": ["C", "C", "C", "C", "C", "N", "N", "Cl", "Cl", "H", "H", "H", "H"], "xyz": [[3.1780, -0.9189, 0.6674], [2.2492, -0.3186, -1.4791], [-0.3469, 0.1021, -0.4798], [0.6501, -0.7473, 0.3130], [2.0874, -0.6217, -0.1425], [4.0996, -1.3491, 1.1965], [2.3497, -0.0636, -2.5798], [0.3597, -2.4945, 0.0748], [2.5681, 1.8911, 0.4617], [-0.2584, -0.2860, -1.5384], [-1.3286, 0.0085, -0.0985], [0.1439, 1.0869, -0.7389], [0.7611, -0.5930, 1.4213]], "forces_ev_per_a": [[0.6, -1.1, 0.0], [0.7, -0.4, 0.0], [3.2, -0.2, -2.4], [0.8, 0.4, 1.6], [-1.4, 3.3, 1.2], [0.4, -0.1, 0.5], [0.1, 0.3, -2.1], [-0.1, -0.4, 0.0], [-0.5, -1.8, -0.4], [-0.8, -0.2, 1.0], [-0.9, 0.4, 0.3], [-1.2, -0.4, 1.4], [-0.9, 0.0, -1.0]], "gap_ev": [7.0, 7.0], "e_lumo_ev": [-3.88, -3.88], "spin_multiplicity": 1, "e_above_lowest_kcal_mol": 43.5, "homo_energy_ev": [-10.845, -10.847]}


{"formula": "C5H4ClN3O2", "method": "ωB97M-V/def2-TZVPD", "symbols": ["C", "C", "C", "C", "C", "N", "N", "N", "O", "O", "Cl", "H", "H", "H", "H"], "xyz": [[2.9611, 0.9413, 0.6154], [1.8126, 0.9073, 1.3151], [3.0278, -0.2621, -0.1652], [0.9197, -0.0050, 1.1985], [1.0139, -1.0808, 0.4153], [2.1805, -1.2072, -0.2112], [-2.3888, 0.7971, -0.6182], [-3.3036, 0.0620, -0.1963], [-4.2423, -0.2613, -1.1145], [-3.3686, -0.5276, 0.8855], [-0.1228, -2.2551, 0.0450], [3.7168, 1.6782, 0.4871], [-4.4094, 0.3780, -1.8351], [3.9295, -0.2019, -0.8925], [-1.7262, 1.0371, 0.0710]], "forces_ev_per_a": [[0.1, -0.7, -0.5], [-2.4, -1.8, -0.1], [3.7, 2.5, -1.3], [1.1, 2.9, 1.5], [0.3, -0.8, -0.3], [-0.5, -1.0, -1.0], [-1.4, 0.6, -2.1], [2.2, -0.1, 1.1], [-1.7, -1.2, 0.0], [-0.8, 0.5, -1.2], [-1.1, -0.8, 0.1], [0.3, 0.5, 0.2], [1.1, 0.3, 0.7], [-1.5, -0.9, 1.3], [0.6, -0.2, 1.5]], "gap_ev": 9.0, "smiles": "[H]/N=[N+](\\[O-])O.ClC1=C=C=CC=N1", "e_lumo_ev": -0.87, "spin_multiplicity": 1, "e_above_lowest_kcal_mol": 52.5, "homo_energy_ev": -9.899}


{"formula": "C5H4EuN2O4S", "method": "ωB97M-V/def2-TZVPD", "symbols": ["O", "C", "Eu", "O", "C", "C", "O", "C", "O", "N", "C", "N", "S", "H", "H", "H", "H"], "xyz": [[0.0375, -3.5629, -1.6323], [0.0237, -2.3950, -1.7305], [0.0096, 0.0002, -1.9423], [-3.1619, -0.0322, -3.4482], [-2.1672, -0.0218, -2.9085], [2.1601, 0.0226, -2.9063], [3.1616, 0.0313, -3.4481], [-0.0251, 2.3947, -1.7300], [-0.0372, 3.5631, -1.6295], [0.0000, -1.1721, 2.9868], [-0.0001, 0.0000, 2.3469], [0.0001, 1.1721, 2.9865], [-0.0010, -0.0005, 0.6512], [0.0000, -1.3294, 3.9788], [0.0000, -1.9093, 2.2235], [0.0000, 1.9094, 2.2232], [0.0000, 1.3296, 3.9786]], "forces_ev_per_a": [[-0.1, 6.9, -0.5], [0.1, -9.2, 0.6], [-0.3, 0.0, 2.9], [2.5, 0.0, 1.5], [-4.8, -0.1, -2.5], [5.8, 0.1, -3.0], [-3.3, 0.0, 1.8], [-0.1, 9.3, 0.6], [0.1, -7.0, -0.5], [0.0, -0.1, -4.3], [0.0, 0.0, 4.6], [0.0, 0.1, -4.3], [0.0, 0.0, -2.7], [0.0, -0.1, 0.4], [0.0, 0.3, 2.6], [0.0, -0.3, 2.6], [0.0, 0.1, 0.4]], "s2": 12.01, "gap_ev": [6.0, 7.2], "e_lumo_ev": [-15.28, -14.15], "spin_multiplicity": 7, "e_above_lowest_kcal_mol": 0.0, "charge": 3, "homo_energy_ev": [-21.301, -21.308]}


{"formula": "C5H4F2N2O", "method": "ωB97M-V/def2-TZVPD", "symbols": ["C", "C", "C", "C", "C", "N", "N", "O", "F", "F", "H", "H", "H", "H"], "xyz": [[0.4546, 2.4194, 0.7439], [-0.2450, 1.5970, 0.2560], [-0.5505, -0.8871, 0.2302], [0.9251, -1.1400, -0.1965], [-1.0734, 0.5149, -0.0646], [-1.3498, -1.7091, 1.1354], [-1.5775, -1.9135, -0.0197], [1.2925, -0.3015, -1.2775], [-2.3038, 0.7567, 0.5351], [-1.4011, 0.7422, -1.4194], [0.9015, 3.3519, 0.8778], [1.1543, -2.2699, -0.3853], [1.4885, -0.8498, 0.7832], [2.2846, -0.3110, -1.1985]], "forces_ev_per_a": [[0.1, 0.9, -0.3], [1.1, 0.0, 1.1], [0.0, 0.5, -2.3], [0.1, -1.0, 2.6], [-2.4, 0.2, -1.5], [0.6, 0.0, 1.6], [-0.2, -0.3, -1.3], [1.5, -0.8, 0.8], [0.6, -0.9, 0.3], [0.4, -1.2, 0.5], [0.7, 0.7, 0.6], [-0.7, 1.9, 0.2], [-0.4, -0.5, -1.7], [-1.4, 0.4, -0.6]], "gap_ev": 10.7, "smiles": "C#CC(F)(F)C1(CO)N=N1", "e_lumo_ev": 0.29, "spin_multiplicity": 1, "e_above_lowest_kcal_mol": 95.4, "homo_energy_ev": -10.430}


{"formula": "C5H4F3NO2", "method": "ωB97M-V/def2-TZVPD", "symbols": ["C", "C", "C", "C", "C", "N", "O", "O", "F", "F", "F", "H", "H", "H", "H"], "xyz": [[-1.3229, 0.2662, 1.2058], [-0.4611, 0.2942, 2.1712], [1.2649, -0.1512, 0.0886], [0.1475, 0.1875, -0.6513], [-0.5141, 0.2919, 3.6582], [-1.1308, 0.3036, -0.1639], [2.4212, 0.5021, 0.1986], [0.1122, 0.0052, -2.0134], [-0.3566, -0.9369, 4.2127], [0.4429, 1.1547, 4.1228], [-1.6726, 0.7124, 4.0661], [-2.4337, 0.3177, 1.5308], [-1.7961, -0.1372, -0.8067], [2.9011, 0.1335, 0.9844], [0.9087, -0.2951, -2.3081]], "forces_ev_per_a": [[-3.8, 0.3, 1.6], [2.7, -0.6, -1.2], [-1.6, 1.2, 2.2], [0.7, -1.1, -0.7], [1.3, -0.3, -1.8], [1.1, -0.6, -0.9], [0.4, -0.5, 0.6], [-3.6, 1.8, 1.6], [0.6, 0.6, -0.2], [-0.4, -0.9, 0.3], [-1.8, 1.0, 1.0], [1.5, -0.2, -0.9], [-0.1, 0.4, 0.7], [-0.4, 0.2, -1.2], [3.5, -1.2, -1.3]], "gap_ev": [8.7, 7.2], "e_lumo_ev": [0.17, -0.52], "spin_multiplicity": 1, "e_above_lowest_kcal_mol": 116.9, "homo_energy_ev": [-8.522, -7.686]}


{"formula": "C5H4FNO", "method": "ωB97M-V/def2-TZVPD", "symbols": ["C", "C", "C", "C", "C", "H", "H", "H", "H", "N", "O", "F"], "xyz": [[-1.5626, 1.5952, -0.2971], [-1.2391, 0.4982, 0.3828], [-0.0046, -0.2484, 0.2035], [1.0408, -0.0458, -0.6352], [1.4095, -1.7840, 0.5410], [-2.4666, 2.1793, -0.1305], [-1.9150, 0.0962, 1.1442], [1.3096, 0.6751, -1.3762], [1.9589, -2.6571, 0.8587], [0.2604, -1.3902, 0.9644], [1.9579, -1.0281, -0.4265], [-0.7492, 2.1094, -1.2290]], "forces_ev_per_a": [[-0.4, -0.4, 0.8], [-0.1, 0.1, 0.0], [0.1, 0.0, -0.1], [0.0, 0.1, 0.0], [-0.1, -0.4, 0.3], [0.3, -0.1, -0.2], [0.2, 0.4, -0.4], [-0.1, 0.2, -0.1], [0.0, 0.1, 0.0], [0.2, 0.1, -0.3], [-0.1, -0.2, 0.2], [0.1, 0.1, -0.1]], "gap_ev": 9.8, "smiles": "F/C=C\\c1cocn1", "e_lumo_ev": 0.98, "spin_multiplicity": 1, "e_above_lowest_kcal_mol": 18.9, "homo_energy_ev": -8.835}


{"formula": "C5H4FeNOSSbSe4", "method": "ωB97M-V/def2-TZVPD", "symbols": ["Fe", "Se", "Sb", "Se", "Se", "Se", "O", "N", "C", "C", "C", "C", "C", "S", "H", "H", "H", "H"], "xyz": [[1.5921, 1.0329, 0.0811], [4.8162, 4.3593, -1.8909], [3.6982, 3.3349, 0.0785], [4.0865, 0.9012, 0.1766], [1.2477, 3.5162, -0.0451], [4.8149, 4.6886, 1.7176], [-0.4366, 0.7975, 0.0899], [-1.0587, -0.3657, 0.0454], [-2.4088, -0.3334, 0.0530], [-3.1494, -1.4796, -0.0044], [-2.4747, -2.7038, -0.0736], [-1.1056, -2.7191, -0.0748], [-0.3487, -1.5305, -0.0104], [1.3489, -1.4695, 0.0008], [-2.8146, 0.6649, 0.1057], [-4.2273, -1.4168, 0.0025], [-3.0285, -3.6320, -0.1253], [-0.5515, -3.6450, -0.1267]], "forces_ev_per_a": [[-0.4, -0.5, 0.0], [0.0, 0.0, 0.2], [0.3, 0.3, -0.1], [-0.1, 0.1, 0.0], [0.1, -0.1, 0.0], [0.1, 0.1, -0.1], [0.0, 0.0, 0.0], [0.0, 0.0, 0.0], [0.0, 0.0, 0.0], [0.0, 0.0, 0.0], [0.0, 0.0, 0.0], [0.0, 0.0, 0.0], [0.0, 0.0, 0.0], [0.0, 0.1, 0.0], [0.0, 0.0, 0.0], [0.0, 0.0, 0.0], [0.0, 0.0, 0.0], [0.0, 0.0, 0.0]], "s2": 8.78, "gap_ev": [7.2, 5.7], "e_lumo_ev": [2.45, 0.90], "spin_multiplicity": 6, "charge": -1, "homo_energy_ev": [-4.800, -4.793]}


{"formula": "C5H4INS", "method": "ωB97M-V/def2-TZVPD", "symbols": ["C", "C", "C", "C", "C", "N", "S", "I", "H", "H", "H", "H"], "xyz": [[-1.5858, -0.7359, 0.6377], [-0.6218, 0.3044, 0.5396], [-1.7156, -1.5574, -0.4762], [0.0033, 0.3455, -0.6270], [1.0512, 1.2050, -0.9333], [1.9842, 1.8380, -0.9449], [-0.5815, -0.8804, -1.6924], [3.5618, 0.4470, 1.1759], [-2.4053, -0.7333, 1.5027], [-0.4718, 0.9892, 1.3459], [-2.2433, -2.4083, -0.6368], [3.0246, 1.1863, 0.1089]], "forces_ev_per_a": [[-2.9, -0.6, 1.1], [-1.6, -0.5, 1.9], [3.7, 4.9, 0.6], [-0.5, -1.2, -1.7], [-1.7, -1.0, -0.1], [1.5, 2.5, -1.5], [-0.6, -1.2, 0.4], [3.2, -4.1, 6.0], [2.3, -0.4, -1.8], [0.3, 0.3, 0.3], [-1.6, -2.1, -0.6], [-1.9, 3.4, -4.6]], "gap_ev": 9.3, "smiles": "N#Cc1cccs1.I", "e_lumo_ev": -0.23, "spin_multiplicity": 1, "e_above_lowest_kcal_mol": 30.7, "homo_energy_ev": -9.501}